1.
Density functional theory data (the ωB97M-V functional and the def2-TZVPD basis) for one molecule with the formula C22H22N4O4S at a distorted geometry.

Structure (ORCA input):
```
! wB97M-V def2-TZVPD RIJCOSX def2/J DEFGRID3
* xyz 0 1
C 1.9801 0.3091 3.8723
O 0.7804 -0.2748 3.4123
C -0.1162 0.4445 2.6876
C -1.3952 -0.1034 2.6500
C -2.4286 0.4992 1.9610
C -2.2021 1.6883 1.2893
C -3.2911 2.3311 0.4596
C -3.1308 1.8013 -0.9154
N -2.7031 2.4557 -1.9292
N -2.4770 1.7229 -3.0095
C -2.7086 0.4665 -2.8450
N -2.5359 -0.4663 -3.8338
C -1.9013 -1.6898 -3.7788
O -1.7755 -2.3408 -4.7839
C -1.3510 -2.0991 -2.4235
C -0.6678 -3.4614 -2.4537
C 0.5164 -3.3302 -1.5109
O 1.1760 -4.2458 -1.0849
N 0.7019 -2.0003 -1.2537
C 1.7490 -1.4420 -0.5029
C 2.3996 -2.1884 0.4773
C 3.4517 -1.6387 1.1834
C 3.8691 -0.3419 0.9339
C 3.2107 0.4099 -0.0224
C 2.1541 -0.1285 -0.7337
C -0.2222 -1.1513 -1.9746
S -3.3326 0.0812 -1.2393
C -0.9259 2.2350 1.2941
C 0.1254 1.6397 1.9795
O 1.3929 2.1571 1.9937
C 1.6391 3.3650 1.3182
H 2.6794 0.4920 3.0555
H 1.7890 1.2425 4.4075
H 2.4037 -0.4228 4.5597
H -1.5530 -1.0235 3.1891
H -3.4086 0.0465 1.9576
H -3.1845 3.4153 0.4295
H -4.2731 2.0690 0.8559
H -2.7108 -0.1311 -4.7759
H -2.1589 -2.1025 -1.6878
H -1.3134 -4.2825 -2.1488
H -0.2980 -3.6837 -3.4582
H 2.0895 -3.2007 0.6706
H 3.9486 -2.2307 1.9372
H 4.7028 0.0788 1.4770
H 3.5257 1.4226 -0.2267
H 1.6645 0.4776 -1.4803
H 0.2645 -0.7018 -2.8514
H -0.5729 -0.3500 -1.3175
H -0.7615 3.1445 0.7384
H 1.0373 4.1852 1.7229
H 2.6938 3.5787 1.4855
H 1.4545 3.2728 0.2433
*
```

- Calculated total energy: -48156.492 eV
- LUMO energy: 0.2 eV
- Largest force on an atom: 1.76 eV/A
- SMILES: COc1ccc(Cc2nnc(NC(=O)[C@H]3CC(=O)N(c4ccccc4)C3)s2)cc1OC
- Energy relative to the best compared isomer or geometry (same formula, charge and spin): 59.0 kcal per mole
- Gap between HOMO and LUMO: 8.5 eV

=====

2.
Density functional theory data (the ωB97M-V functional and the def2-TZVPD basis) for one molecule with the formula C22H22N4O4S2 at a distorted geometry.

Structure (ORCA input):
```
! wB97M-V def2-TZVPD RIJCOSX def2/J DEFGRID3
* xyz 0 1
C -7.2506 -1.4611 1.1362
C -6.0982 -0.5003 1.4031
C -4.9072 -0.6848 0.4494
C -5.3396 -0.5787 -1.0173
C -3.8427 0.3898 0.7507
C -2.5364 -0.0074 0.1512
C -2.2863 -1.3003 -0.1809
S -0.6991 -1.5432 -0.8573
C -0.3787 0.1412 -0.6751
C -1.4306 0.8492 -0.1314
C -1.3660 2.2916 0.0840
O -2.2666 2.9675 0.5370
N -0.1553 2.8693 -0.2856
C 0.0476 4.2941 -0.1214
C 0.8739 2.1559 -0.8104
N 2.0415 2.5870 -1.1913
N 2.7358 1.5280 -1.6542
C 1.9962 0.4605 -1.5518
S 2.4007 -1.1535 -2.0247
C 4.1785 -0.8942 -2.4280
C 5.0234 -0.9824 -1.2017
C 5.4584 -2.2190 -0.7451
C 6.2299 -2.3474 0.4062
C 6.5402 -1.1916 1.0802
C 6.0976 0.0553 0.6316
C 5.3388 0.1892 -0.5034
O 6.5447 1.0272 1.4858
C 7.2872 0.3587 2.4814
O 7.2757 -1.0295 2.2230
N 0.7715 0.7889 -1.0126
C -3.2872 -2.3946 -0.0189
O -4.3824 -1.9807 0.7548
H -7.7383 -1.2406 0.1905
H -6.8797 -2.4818 1.1141
H -7.9911 -1.3774 1.9278
H -6.4444 0.5318 1.3308
H -5.7303 -0.6680 2.4166
H -5.8944 -1.4658 -1.3112
H -5.9740 0.2935 -1.1472
H -4.4753 -0.4739 -1.6696
H -3.7159 0.4904 1.8321
H -4.1494 1.3624 0.3662
H -0.8593 4.7042 0.3187
H 0.2435 4.7527 -1.0901
H 0.9036 4.4704 0.5288
H 4.4104 -1.6834 -3.1413
H 4.2330 0.0859 -2.8957
H 5.1913 -3.1082 -1.2960
H 6.5704 -3.3071 0.7561
H 4.9875 1.1497 -0.8424
H 8.3265 0.7253 2.4766
H 6.8398 0.5530 3.4695
H -3.6139 -2.7500 -1.0117
H -2.8542 -3.2475 0.5142
*
```

- Calculated total energy: -58991.837 eV
- LUMO energy: 0.3 eV
- Largest force on an atom: 1.53 eV/A
- SMILES: CC[C@@]1(C)Cc2c(sc3c2c(=O)n(C)c2nnc(SCc4ccc5c(c4)OCO5)n32)CO1
- Energy relative to the best compared isomer or geometry (same formula, charge and spin): 31.0 kcal per mole
- Gap between HOMO and LUMO: 8.3 eV

=====

3.
Density functional theory data (the ωB97M-V functional and the def2-TZVPD basis) for C22H22N6RuS as an isolated structure at a distorted geometry.

Structure (ORCA input):
```
! wB97M-V def2-TZVPD RIJCOSX def2/J DEFGRID3
* xyz 1 2
Ru -1.3441 0.7826 0.9416
C -3.2892 0.5287 2.0375
C -2.2377 0.4813 2.9868
C -1.6045 1.7377 2.9971
C -2.2537 2.5581 2.0530
C -3.3295 1.8359 1.4866
H -3.9740 -0.2726 1.8102
H -1.9818 -0.3688 3.5978
H -0.7732 2.0270 3.6195
H -2.0038 3.5829 1.8266
H -4.0298 2.2000 0.7541
N 1.0272 2.9379 -1.8005
C 1.8906 3.1545 -0.7345
C 3.1382 3.7660 -0.6732
C 3.7173 3.8402 0.5747
C 3.0716 3.3339 1.7155
C 1.8359 2.7309 1.6425
C 1.2453 2.6313 0.3829
N 0.0010 2.1183 -0.0136
C -0.0686 2.3290 -1.3152
C -1.2537 1.9410 -2.0720
C -1.5662 2.0944 -3.3866
S -3.1188 1.4512 -3.6761
C -3.2559 1.0298 -2.0318
N -2.2221 1.3421 -1.3084
H 1.1740 3.2178 -2.7548
H 3.6246 4.1700 -1.5505
H 4.6886 4.3038 0.6804
H 3.5636 3.4154 2.6749
H 1.3573 2.3257 2.5196
H -0.9851 2.5399 -4.1773
H -4.1339 0.5385 -1.6377
N 1.2383 -0.4574 2.1192
C 0.2741 0.0054 1.6793
N -1.3886 -1.0834 0.0894
C -0.9264 -2.1362 -0.0461
N -0.4376 -3.3345 -0.1508
C -0.5576 -4.1207 -1.3900
C 0.7994 -4.2302 -2.0700
C 1.8587 -4.7520 -1.0992
C 1.9276 -3.8880 0.1591
C 0.5685 -3.7988 0.8316
H -1.3082 -3.6535 -2.0251
H -0.9276 -5.1081 -1.1025
H 1.0936 -3.2423 -2.4378
H 0.7090 -4.8851 -2.9383
H 2.8309 -4.7756 -1.5918
H 1.6209 -5.7844 -0.8224
H 2.2589 -2.8771 -0.0957
H 2.6489 -4.2893 0.8722
H 0.5716 -3.1111 1.6753
H 0.2357 -4.7822 1.1746
*
```

- Calculated total energy: -45523.697 eV
- LUMO energy (alpha / beta): -2.9 / -3.0 eV
- Largest force on an atom: 2.54 eV/A
- Energy relative to the best compared isomer or geometry (same formula, charge and spin): 0.0 kcal per mole
- Gap between HOMO and LUMO (alpha / beta): 7.4 / 8.0 eV

=====

4.
Density functional theory data (the ωB97M-V functional and the def2-TZVPD basis) for C22H22O2S5Sc as an isolated structure.

Structure (ORCA input):
```
! wB97M-V def2-TZVPD RIJCOSX def2/J DEFGRID3
* xyz 1 1
Sc 1.1022 0.8753 1.2760
S 2.8918 4.6669 1.0194
C 2.6421 3.0954 1.3073
S 2.9880 1.8204 0.1051
S 1.9804 2.4966 2.8583
O -0.2378 1.9837 0.2263
S -1.3464 3.0302 0.1665
C -2.6408 2.4093 1.3243
C -2.1724 1.1638 2.0097
C -1.2278 1.2689 3.0332
C -0.6886 0.1161 3.6085
C -1.1375 -1.1392 3.2028
C -2.1006 -1.2382 2.2094
C -2.6013 -0.0944 1.5999
C -2.1072 2.7182 -1.4479
C -2.6124 1.3259 -1.6431
C -3.9801 1.0679 -1.6023
C -4.4570 -0.2247 -1.7584
C -3.5672 -1.2690 -1.9545
C -2.2035 -1.0162 -2.0142
C -1.7241 0.2754 -1.8659
H -3.5508 2.2437 0.7505
H -2.8043 3.2246 2.0277
H -0.8770 2.2442 3.3563
H 0.0667 0.2096 4.3823
H -0.7351 -2.0286 3.6677
H -2.4624 -2.2081 1.8972
H -3.3238 -0.1834 0.8007
H -1.3119 2.9960 -2.1417
H -2.8953 3.4678 -1.5463
H -4.6806 1.8840 -1.4715
H -5.5221 -0.4119 -1.7372
H -3.9372 -2.2769 -2.0841
H -1.5132 -1.8287 -2.1953
H -0.6629 0.4797 -1.9367
C 1.7785 -3.5637 0.5754
S 1.4065 -2.1049 -0.3815
O 1.0473 -1.0930 0.7214
C 2.9715 -1.6529 -1.0208
C 4.0936 -1.4612 -0.2172
C 5.2708 -1.0469 -0.8098
C 5.3197 -0.8303 -2.1821
C 4.1978 -1.0193 -2.9725
C 3.0067 -1.4281 -2.3916
H 2.5314 -3.3402 1.3267
H 2.1345 -4.3327 -0.1073
H 0.8497 -3.8758 1.0429
H 4.0440 -1.6065 0.8556
H 6.1488 -0.8785 -0.2024
H 6.2432 -0.5006 -2.6354
H 4.2448 -0.8414 -4.0366
H 2.1213 -1.5683 -2.9951
*
```

- Calculated total energy: -102139.733 eV
- LUMO energy: -2.8 eV
- Largest force on an atom: 0.72 eV/A
- Energy relative to the best compared isomer or geometry (same formula, charge and spin): 0.0 kcal per mole
- Gap between HOMO and LUMO: 7.1 eV

=====

5.
Density functional theory data (the ωB97M-V functional and the def2-TZVPD basis) for a 2-piece molecular cluster, C22H23 overall at a distorted geometry.

Structure (ORCA input):
```
! wB97M-V def2-TZVPD RIJCOSX def2/J DEFGRID3
* xyz 1 1
C 6.1671 -1.6402 2.5176
C 4.8823 -0.8778 2.5285
C 4.8868 0.5269 2.5380
C 3.6991 1.2378 2.5690
C 2.4457 0.5625 2.5854
C 1.2137 1.2837 2.6288
C -0.0230 0.6568 2.5345
C -1.2583 1.2870 2.5800
C -2.4955 0.5754 2.5419
C -3.7402 1.2650 2.5208
C -4.9378 0.5736 2.5104
C -4.9524 -0.8317 2.5166
C -6.2530 -1.5697 2.5224
C -3.7395 -1.5324 2.5220
C -2.5334 -0.8545 2.5326
C 2.4653 -0.8672 2.5619
C 3.6602 -1.5615 2.5342
H 5.9723 -2.7166 2.5191
H 6.7683 -1.4011 1.6322
H 6.7779 -1.4006 3.3965
H 5.8443 1.0540 2.5221
H 3.6986 2.3325 2.5708
H 1.2460 2.3758 2.7012
H -0.0225 -0.4268 2.3940
H -1.2831 2.3805 2.6368
H -3.7255 2.3579 2.5165
H -5.8883 1.1124 2.5011
H -6.0817 -2.6509 2.5283
H -6.8523 -1.3117 3.4052
H -6.8573 -1.3213 1.6405
H -3.7536 -2.6259 2.5235
H -1.6086 -1.4306 2.5456
H 1.5349 -1.4353 2.5768
H 3.6575 -2.6547 2.5201
C 2.8131 3.1671 6.0967
C 2.3615 4.6188 6.2966
C 0.9946 4.7004 6.3162
C 0.4347 3.3592 6.1309
C 1.4638 2.4635 5.9958
H 3.4191 3.0318 5.1868
H 3.4227 2.7996 6.9379
H 3.0798 5.4272 6.4098
H 0.3874 5.5950 6.4471
H -0.6316 3.1419 6.1122
H 1.3912 1.3889 5.8504
*
```

- Calculated total energy: -23179.212 eV
- LUMO energy: -5.4 eV
- Largest force on an atom: 1.57 eV/A
- Energy relative to the best compared isomer or geometry (same formula, charge and spin): 4.7 kcal per mole
- Gap between HOMO and LUMO: 5.3 eV